(1)
Entry from OMol25: a structure of composition C31H68BBrNbO11 in a non-equilibrium geometry (wB97M-V/def2-TZVPD).

Calculated values
M: 800.496 g/mol
LUMO: 1.836 eV
total charge: -1

Last column: Mulliken charge in e.
Cartesian coordinates (Å):
1 C -3.06668 -0.26839 -1.57568  -0.61
2 C -2.14286 -1.54021 -2.05250  -0.25
3 C -0.80160 -0.93928 -2.82667  -0.30
4 O 0.34017 -0.99179 -1.90164  -0.05
5 C 1.28215 -2.07291 -2.22738  -0.54
6 Nb 3.41671 -1.17890 -2.01506  -0.80
7 O 5.45095 -0.53101 -1.78932  -0.80
8 Br 3.52984 -0.81823 -4.62628  -0.49
9 B 2.63606 0.95517 -1.82489  1.17
10 O 1.93607 1.55207 -0.67139  -0.35
11 O 2.82354 1.85026 -3.02086  -0.48
12 C 1.49941 2.08193 -3.67570  0.08
13 C 3.20879 -1.59814 0.25523  0.18
14 C 3.77233 -0.37954 1.19549  -0.36
15 C 3.98701 -3.04666 0.48785  -0.46
16 C 4.05929 -3.52294 2.05422  -0.13
17 C 4.91909 -4.95766 2.07074  -0.79
18 H -2.51889 0.44772 -0.82481  0.24
19 H -4.05596 -0.63213 -1.02865  0.08
20 H -3.34453 0.33966 -2.56226  0.22
21 H -2.72363 -2.16500 -2.86472  0.13
22 H -1.85316 -2.22203 -1.13944  0.25
23 H -0.99503 0.21785 -3.04593  -0.04
24 H -0.62217 -1.43451 -3.87130  0.43
25 H 1.23298 -2.95773 -1.44067  0.12
26 H 1.18764 -2.50933 -3.30891  0.33
27 H 4.03993 -2.86772 -2.24423  0.05
28 H 5.47433 0.37525 -1.36047  0.19
29 H 0.95390 1.35374 -0.67724  0.23
30 H 0.97392 1.02949 -3.79651  -0.10
31 H 0.77346 2.73681 -3.00268  -0.15
32 H 1.61549 2.53447 -4.77388  0.24
33 H 2.07098 -1.80921 0.52161  0.13
34 H 4.17799 -0.73647 2.25912  0.22
35 H 4.70296 0.15565 0.68411  -0.16
36 H 2.90428 0.39632 1.45748  0.13
37 H 5.02535 -2.94127 -0.04818  0.35
38 H 3.35511 -3.84065 -0.13825  0.18
39 H 2.96883 -3.65461 2.45777  0.23
40 H 4.68091 -2.79758 2.75763  0.13
41 H 5.11896 -5.32541 3.16796  0.18
42 H 5.92579 -4.74411 1.47030  0.24
43 H 4.33622 -5.76517 1.43469  0.28
44 C -6.97155 -1.52608 -2.13748  -0.84
45 C -6.97641 -0.87798 -0.77886  0.85
46 O -5.97289 -0.32535 -0.33132  -0.64
47 C -8.25674 -0.93213 0.01107  -1.18
48 H -5.98183 -1.40938 -2.59158  0.21
49 H -7.18849 -2.59286 -2.04097  0.36
50 H -7.71110 -1.04399 -2.78180  0.26
51 H -8.53091 -1.97244 0.20331  0.40
52 H -9.05354 -0.42351 -0.53745  0.30
53 H -8.11268 -0.42447 0.97082  0.24
54 C 6.36874 2.08267 4.98129  -0.62
55 C 6.40287 1.67867 3.53163  0.84
56 O 6.14053 0.52881 3.18277  -0.53
57 C 6.77040 2.73612 2.52519  -1.05
58 H 6.08843 1.21814 5.59234  0.26
59 H 7.35773 2.42647 5.29452  0.34
60 H 5.62686 2.87136 5.12987  -0.07
61 H 7.77728 3.10899 2.72899  0.36
62 H 6.04639 3.55388 2.56424  0.27
63 H 6.75432 2.30151 1.51998  0.23
64 C 6.90269 -5.51652 7.35134  -1.11
65 C 6.51585 -5.95863 5.96542  0.79
66 O 6.10676 -5.15455 5.12946  -0.49
67 C 6.64897 -7.42278 5.64180  -1.03
68 H 6.75505 -4.43511 7.44162  0.29
69 H 6.27335 -6.01836 8.09059  0.32
70 H 7.95661 -5.74203 7.53270  0.32
71 H 6.00831 -8.00953 6.30487  0.32
72 H 7.69158 -7.73324 5.74690  0.32
73 H 6.33440 -7.59572 4.60704  0.24
74 C 2.66797 4.99566 4.50405  -1.05
75 C 3.42873 4.91332 5.80034  0.86
76 O 4.05405 3.90070 6.11062  -0.61
77 C 3.39482 6.11803 6.70240  -1.14
78 H 2.78203 4.05437 3.95603  0.26
79 H 1.60600 5.15629 4.70609  0.36
80 H 3.06589 5.80800 3.89063  0.31
81 H 2.36524 6.32863 7.00239  0.34
82 H 3.82519 6.98036 6.18700  0.33
83 H 3.98727 5.91525 7.60099  0.30
84 C -8.96828 3.13258 0.50741  -1.11
85 C -8.93415 2.72858 -0.94225  0.85
86 O -9.19649 1.57871 -1.29111  -0.56
87 C -8.56662 3.78602 -1.94869  -1.14
88 H -9.24859 2.26805 1.11846  0.26
89 H -7.97930 3.47638 0.82064  0.32
90 H -9.71017 3.92127 0.65599  0.37
91 H -7.55974 4.15890 -1.74489  0.33
92 H -9.29064 4.60379 -1.90964  0.34
93 H -8.58271 3.35141 -2.95390  0.30
94 C -1.57887 5.78215 -5.10694  -1.05
95 C -1.87587 5.89453 -3.63553  0.78
96 O -2.55351 6.81900 -3.18958  -0.59
97 C -1.31166 4.83188 -2.73074  -0.90
98 H -2.04954 6.61704 -5.63686  0.31
99 H -0.49952 5.82674 -5.27254  0.31
100 H -1.98560 4.84599 -5.49768  0.30
101 H -0.22042 4.83416 -2.79047  0.30
102 H -1.70652 3.85339 -3.01552  0.26
103 H -1.60659 5.04149 -1.69697  0.30
104 C -5.82771 -4.49811 -6.20539  -1.14
105 C -6.70071 -3.68003 -5.29188  0.81
106 O -6.54555 -3.70157 -4.07197  -0.51
107 C -7.77099 -2.83442 -5.92877  -1.01
108 H -5.10070 -5.05770 -5.60731  0.30
109 H -6.43998 -5.20863 -6.76637  0.34
110 H -5.28561 -3.83992 -6.88907  0.33
111 H -8.46983 -3.47083 -6.47739  0.35
112 H -7.31552 -2.10204 -6.60005  0.31
113 H -8.32271 -2.29918 -5.14856  0.21

Force components x, y, z for each atom (eV/Å):
-0.4 -0.6 -0.1
0.1 0.8 -0.8
-0.9 0.8 0.8
-0.9 -0.8 -2.3
1.2 -1.3 0.4
3.7 -0.8 0.5
-2.6 0.9 0.6
-0.3 -0.3 0.3
-1.8 3.7 0.0
-0.9 -0.6 -1.9
-2.5 -0.5 0.9
-0.5 -0.7 0.0
-0.7 -0.4 0.9
0.2 0.1 0.8
-0.7 0.6 -0.3
1.2 -0.8 -0.5
-0.5 0.5 -0.6
-0.8 -1.4 -1.6
2.2 0.9 -1.4
0.5 -1.2 2.2
0.9 1.1 1.8
-0.4 1.4 -2.0
0.3 -2.4 0.5
0.0 0.6 2.1
-0.4 1.6 -1.6
-0.2 0.9 1.9
-0.3 -0.9 -0.2
0.1 -1.6 -0.7
1.8 0.0 0.0
1.0 2.1 0.1
1.6 -1.1 -1.4
0.0 -0.8 2.6
2.2 0.6 -0.4
-0.9 0.5 -2.4
-2.1 -1.0 1.1
2.0 -1.6 -1.0
-1.7 -0.5 1.4
1.5 1.5 1.4
2.1 0.2 -0.6
-1.5 -1.3 -1.6
-0.3 0.7 -2.4
-2.0 -0.5 1.5
1.1 1.5 1.4
0.5 0.2 0.2
1.1 0.7 0.4
-1.5 -0.6 -0.3
0.1 0.1 0.3
-0.2 -0.1 0.1
-0.1 0.2 -0.1
-0.1 -0.2 0.1
-0.1 0.0 -0.1
0.1 -0.3 0.1
0.0 -0.1 -0.2
-0.1 -0.3 0.1
-0.4 -1.8 -0.3
0.5 1.6 0.5
0.0 -0.3 -0.5
0.0 0.2 -0.2
-0.1 0.2 0.0
0.3 0.0 0.0
-0.1 0.2 0.1
0.2 0.1 0.1
0.0 0.1 0.2
-0.1 0.5 0.0
-0.6 1.2 -1.3
0.7 -1.2 1.4
-0.2 0.0 -0.5
0.0 -0.2 -0.1
0.2 -0.1 0.0
-0.1 -0.1 0.1
0.2 0.0 0.1
-0.1 -0.1 0.2
0.1 0.1 0.2
0.2 -0.5 -0.1
0.7 -1.3 0.3
-0.9 1.4 -0.3
0.3 -0.2 0.4
0.0 0.2 0.1
0.1 0.2 -0.1
-0.2 0.1 0.1
0.1 0.2 -0.2
-0.2 0.0 0.0
-0.1 0.0 -0.2
-0.1 -0.5 0.2
-0.3 -1.4 -0.5
0.2 1.6 0.3
0.0 -0.3 -0.4
0.1 0.2 -0.2
-0.1 0.2 0.0
0.2 0.1 0.0
-0.1 0.2 0.1
0.2 0.1 0.1
0.0 0.1 0.2
-0.2 0.4 -0.2
-0.8 1.1 0.7
0.8 -1.1 -0.6
-0.2 0.3 0.4
0.1 -0.2 0.1
-0.1 -0.2 0.0
0.2 0.0 0.0
-0.1 -0.2 -0.1
0.3 0.0 -0.1
0.1 0.0 -0.2
0.3 -0.2 0.4
0.3 -0.1 1.7
-0.2 -0.1 -1.8
-0.2 0.2 0.4
-0.2 0.2 -0.1
0.1 0.2 -0.2
-0.1 -0.1 -0.1
0.1 0.1 -0.2
-0.1 -0.2 -0.1
0.1 -0.1 -0.2

(2)
Entry from OMol25: a cluster of 6 separate species, C31H68N6O9 in total in a non-equilibrium geometry (wB97M-V/def2-TZVPD).

Calculated values
SMILES: CCCCCC1=C(ON=O)C(=O)C=CC1=O.COC[C@@H](C)N.COC[C@@H](C)N.COC[C@@H](C)N.COC[C@@H](C)N.COC[C@@H](C)N
M: 668.918 g/mol
LUMO: -1.119 eV
relative energy (zero: lowest compared OMol25 entry of this formula, charge and spin): 2.7668 eV

Last column: Mulliken charge in e.
Cartesian coordinates (Å):
1 C -3.81469 3.57370 0.49440  -1.11
2 C -2.61724 3.07678 -0.44034  0.39
3 C -2.45107 1.48119 -0.54315  0.33
4 C -3.78122 0.64039 -0.25902  -0.95
5 C -4.06948 0.33845 1.28657  -0.74
6 C -2.77401 -0.14076 2.09466  0.63
7 C -2.38293 -1.48316 2.23721  0.08
8 O -3.20894 -2.50500 1.65588  -0.25
9 N -3.85379 -3.11709 2.73909  0.15
10 O -4.76425 -2.44909 3.10648  -0.22
11 C -1.02483 -1.78989 3.04003  0.32
12 O -0.86276 -2.79428 3.75800  -0.57
13 C 0.13803 -0.70624 2.80086  -0.05
14 C -0.24797 0.63568 2.65300  -0.57
15 C -1.81570 0.96062 2.76127  0.44
16 O -2.26020 1.99682 3.29622  -0.60
17 H -3.90816 4.71284 0.33966  0.32
18 H -3.58661 3.44991 1.61424  0.14
19 H -4.82392 3.14153 0.19408  0.28
20 H -1.62038 3.56891 -0.15473  0.07
21 H -2.86437 3.44609 -1.50259  -0.30
22 H -1.54573 1.16392 0.07741  -0.32
23 H -2.16199 1.26177 -1.63819  0.30
24 H -4.65487 1.20534 -0.71413  0.36
25 H -3.65179 -0.38596 -0.76525  0.41
26 H -4.63849 1.17306 1.82947  0.35
27 H -4.78487 -0.56324 1.30912  0.32
28 H 1.21624 -1.04396 2.75751  0.37
29 H 0.52821 1.44056 2.48269  0.34
30 C 4.11157 -1.89686 -1.87477  -0.64
31 O 3.02482 -1.08936 -2.29872  -0.42
32 C 1.79315 -1.78792 -2.44305  -0.79
33 C 1.02159 -1.99402 -1.12337  0.29
34 C 1.59933 -3.10026 -0.24470  -1.31
35 N 0.95004 -0.75387 -0.34038  -0.31
36 H 4.05447 -2.91189 -2.27706  0.29
37 H 4.15897 -1.92111 -0.78410  0.21
38 H 5.03555 -1.43562 -2.23208  0.32
39 H 1.17802 -1.16257 -3.09898  0.37
40 H 1.94540 -2.73622 -2.97193  0.41
41 H 0.00067 -2.29191 -1.38614  0.34
42 H 2.50969 -2.79276 0.27391  0.30
43 H 0.87805 -3.38757 0.52582  0.30
44 H 1.82651 -3.99246 -0.83463  0.27
45 H 0.47623 -0.04343 -0.89597  0.12
46 H 1.90187 -0.39545 -0.25254  0.29
47 C -0.60168 3.39973 -4.90397  -0.90
48 O -1.93180 3.42557 -4.41254  -0.11
49 C -2.81783 4.26480 -5.14732  -0.72
50 C -3.38976 3.61957 -6.42663  0.25
51 C -2.39677 3.57607 -7.58462  -1.41
52 N -3.88277 2.26025 -6.17213  -0.74
53 H -0.29221 4.36642 -5.31131  0.35
54 H -0.49293 2.61683 -5.65658  0.24
55 H 0.06115 3.14783 -4.07196  0.29
56 H -3.65420 4.46968 -4.47041  0.31
57 H -2.34718 5.23204 -5.36045  0.44
58 H -4.23583 4.23491 -6.75099  0.42
59 H -1.64423 2.79466 -7.46374  0.30
60 H -2.91863 3.36979 -8.52285  0.36
61 H -1.88077 4.53375 -7.69608  0.33
62 H -4.61507 2.30495 -5.46589  0.28
63 H -3.13247 1.74705 -5.70867  0.31
64 C 6.37077 -5.38414 -0.94840  -0.73
65 O 5.61151 -5.17432 -2.12761  -0.29
66 C 5.58293 -6.28629 -3.01685  -0.76
67 C 4.55249 -7.37188 -2.64298  0.32
68 C 4.99154 -8.25526 -1.47866  -1.41
69 N 3.24245 -6.78771 -2.32857  -0.69
70 H 7.24413 -6.01734 -1.12673  0.32
71 H 5.74196 -5.81365 -0.16634  0.26
72 H 6.71674 -4.41057 -0.59201  0.25
73 H 5.29926 -5.87381 -3.99095  0.33
74 H 6.58672 -6.70951 -3.13981  0.43
75 H 4.43564 -8.02374 -3.51542  0.45
76 H 4.89470 -7.75620 -0.51273  0.27
77 H 4.37299 -9.15551 -1.43264  0.36
78 H 6.03110 -8.57319 -1.59683  0.35
79 H 2.90777 -6.27761 -3.14411  0.29
80 H 3.39534 -6.05658 -1.63314  0.25
81 C -0.89928 5.97467 -2.21541  -0.25
82 O -1.56818 5.87203 -0.97034  -0.11
83 C -0.92110 6.54396 0.10528  -0.84
84 C -1.20483 8.05895 0.17086  0.27
85 C -0.42949 8.87044 -0.86313  -1.40
86 N -2.63697 8.34698 0.02442  -0.74
87 H 0.18855 5.98891 -2.10141  0.38
88 H -1.23854 6.86287 -2.75250  0.20
89 H -1.17270 5.10409 -2.81715  -0.28
90 H -1.32032 6.08668 1.01736  0.33
91 H 0.15561 6.33614 0.09973  0.47
92 H -0.88537 8.40737 1.15897  0.44
93 H -0.84872 8.78191 -1.86709  0.29
94 H -0.45102 9.93242 -0.60414  0.36
95 H 0.61833 8.55982 -0.90124  0.34
96 H -3.14263 7.88069 0.77543  0.29
97 H -2.95854 7.86687 -0.81660  0.33
98 C 1.26495 -2.87549 5.93294  -0.63
99 O 2.03628 -3.14288 7.09362  -0.46
100 C 1.46204 -2.66555 8.30517  -0.69
101 C 0.38403 -3.59184 8.90517  0.34
102 C -0.95834 -3.51322 8.18340  -1.32
103 N 0.82809 -4.99105 8.93193  -0.74
104 H 0.73831 -1.91942 5.99877  0.31
105 H 0.55925 -3.68712 5.75414  0.25
106 H 1.94357 -2.83776 5.07684  0.30
107 H 2.29136 -2.60738 9.01832  0.35
108 H 1.08834 -1.64233 8.17979  0.39
109 H 0.21406 -3.26733 9.93761  0.39
110 H -0.95524 -4.04621 7.23088  0.25
111 H -1.74398 -3.96440 8.79556  0.36
112 H -1.24198 -2.47443 7.99311  0.33
113 H 1.67342 -5.05485 9.49606  0.27
114 H 1.14780 -5.22571 7.99181  0.32

Force components x, y, z for each atom (eV/Å):
0.7 1.2 0.1
-0.6 -0.1 -0.5
0.1 0.4 -0.7
1.1 -0.2 0.3
-0.5 -1.1 0.5
0.5 -1.0 0.1
0.0 3.2 -0.3
2.5 1.6 0.3
-2.9 0.1 1.5
1.5 -1.3 -0.3
0.5 -1.4 0.3
-0.6 2.9 -2.3
-1.9 2.0 -0.1
-0.2 -2.6 0.5
-0.1 1.1 0.2
1.4 -3.2 -1.8
0.1 -1.6 0.2
-0.5 -0.2 -1.7
1.4 0.4 0.6
-1.6 -0.7 -0.3
0.5 -0.4 1.6
-1.4 0.1 -0.6
-0.3 0.3 1.6
1.0 -0.9 0.5
-0.4 1.6 0.7
1.3 -1.0 -0.7
1.1 1.4 0.0
-1.6 0.3 0.2
-1.3 -0.9 0.4
0.1 0.3 0.0
-0.2 -0.3 -0.1
-0.2 0.3 0.0
0.4 0.0 0.1
-0.1 -0.2 0.1
0.0 0.1 -0.3
0.0 0.0 0.1
0.1 -0.2 0.0
-0.1 0.0 -0.1
0.1 0.0 0.1
0.1 -0.1 0.1
0.0 0.1 -0.1
0.0 0.1 -0.1
0.0 0.1 -0.1
0.0 0.0 0.0
-0.1 -0.1 0.1
-0.1 -0.1 0.0
0.0 -0.3 0.2
0.0 0.4 -0.2
-0.3 -0.1 0.1
0.4 -0.2 0.1
0.0 0.1 -0.3
0.0 0.1 0.3
-0.1 0.0 -0.1
0.1 0.1 -0.1
-0.1 0.1 0.0
0.1 -0.1 0.0
0.1 0.0 -0.1
0.0 0.0 0.1
-0.1 0.0 0.1
0.0 0.0 0.1
0.0 -0.1 0.0
0.0 0.0 -0.2
-0.1 0.0 -0.2
-0.2 0.3 0.1
0.2 -0.3 -0.2
-0.3 0.1 -0.2
0.1 0.2 0.4
0.0 -0.3 0.0
0.1 0.2 -0.2
-0.1 -0.1 0.0
0.2 -0.1 0.1
0.0 0.0 -0.1
0.0 0.1 0.1
0.0 0.0 0.1
0.0 0.1 0.0
0.0 0.1 -0.1
0.0 0.1 0.0
0.0 0.0 0.0
-0.1 -0.1 0.0
0.0 -0.2 0.0
-0.4 -0.2 -0.2
0.5 0.3 0.2
-0.3 0.0 0.2
-0.1 -0.1 -0.4
0.2 0.2 0.0
0.0 -0.3 0.1
0.0 0.1 0.1
0.2 0.1 -0.1
0.0 0.0 0.2
-0.1 0.0 -0.1
0.1 0.1 -0.1
-0.1 -0.1 0.0
0.0 -0.1 0.1
-0.1 -0.1 0.0
-0.1 0.0 0.0
0.0 0.2 0.0
0.1 0.2 0.1
0.2 -0.3 -0.1
-0.2 0.4 0.2
0.2 -0.2 0.2
0.0 -0.1 -0.4
-0.3 0.0 0.1
0.3 0.1 0.0
-0.1 0.0 0.1
-0.2 0.2 -0.1
0.0 0.0 0.1
0.0 -0.1 -0.1
-0.1 0.0 -0.1
0.1 0.0 0.0
0.1 0.1 0.0
0.1 0.0 0.0
0.0 0.0 0.0
-0.1 -0.1 0.0
-0.2 0.0 0.1

Question: Which of these has the highest LUMO?
Answer: C31H68BBrNbO11

Question: Which of these has the lowest LUMO?
Answer: C31H68N6O9

Question: What is the LUMO in the first record?
Answer: 1.836 eV